# C26H60InLiN2NaO4

A structure of composition C26H60InLiN2NaO4 in a non-equilibrium geometry (ωB97M-V with the def2-TZVPD basis set, the OMol25 dataset).

The total energy is -1796.324106 Eh. As for the HOMO energy: -6.29 eV.

ORCA input file:
```
! wB97M-V def2-TZVPD RIJCOSX def2/J DEFGRID3
* xyz 1 1
C 5.599 -0.403 1.258
C 5.727 -0.653 -0.252
C 5.767 -2.147 -0.646
C 4.454 -2.702 -1.205
C 3.398 -3.026 -0.139
C 2.522 -1.830 0.231
C 1.293 -1.608 -0.648
C 0.176 -2.640 -0.457
C -0.769 -2.283 0.712
C -2.259 -2.523 0.403
In -3.447 -0.743 0.051
C -4.677 -1.034 -1.832
C -6.186 -0.766 -1.697
C -7.073 -1.625 -2.595
C -8.550 -1.649 -2.187
N -9.313 -2.795 -2.682
C -2.249 1.139 -0.247
C -1.324 0.954 -1.450
C 0.014 1.703 -1.589
C 0.648 2.592 -0.502
C 1.843 1.960 0.227
C 1.453 1.206 1.508
C -4.946 -0.265 1.796
C -5.758 -1.533 2.073
C -5.118 -2.523 3.095
O -5.362 -2.707 1.545
H 4.973 0.476 1.445
H 6.565 -0.223 1.731
H 5.108 -1.244 1.753
H 4.877 -0.186 -0.749
H 6.626 -0.168 -0.630
H 6.067 -2.748 0.219
H 6.552 -2.282 -1.392
H 4.678 -3.618 -1.755
H 4.051 -1.991 -1.932
H 3.898 -3.393 0.762
H 2.779 -3.853 -0.493
H 3.122 -0.918 0.201
H 2.164 -1.935 1.264
H 1.573 -1.493 -1.698
H 0.873 -0.644 -0.352
H 0.639 -3.605 -0.241
H -0.377 -2.736 -1.392
H -0.566 -1.260 1.043
H -0.496 -2.921 1.560
H -2.731 -3.064 1.223
H -2.356 -3.168 -0.472
H -4.268 -0.452 -2.663
H -4.550 -2.089 -2.073
H -6.463 -0.909 -0.656
H -6.376 0.291 -1.970
H -6.694 -2.649 -2.612
H -7.013 -1.237 -3.613
H -9.044 -0.754 -2.576
H -8.637 -1.662 -1.089
H -9.283 -3.555 -2.015
H -8.893 -3.148 -3.534
H -2.895 1.987 -0.519
H -1.827 1.421 0.719
H -1.143 -0.114 -1.603
H -1.888 1.258 -2.339
H -0.128 2.294 -2.497
H 0.769 0.960 -1.843
H -0.067 3.006 0.219
H 1.058 3.453 -1.035
H 2.522 2.762 0.511
H 2.368 1.290 -0.452
H 1.646 1.804 2.400
H 2.003 0.269 1.613
H 0.395 0.934 1.523
H -5.615 0.570 1.521
H -4.426 -0.078 2.725
H -6.856 -1.478 2.189
H -6.127 -2.655 3.575
H -4.846 -3.543 3.354
O 2.239 1.730 4.637
H 1.791 1.578 5.495
H 2.925 1.053 4.444
H 2.587 2.644 4.552
Li -4.474 1.612 -1.114
O -0.999 1.413 -4.585
H -0.213 0.920 -4.322
C 5.777 3.464 0.636
O 4.859 3.127 -0.089
N 6.282 4.712 0.687
C 7.385 5.067 1.554
C 5.694 5.726 -0.175
H 6.291 2.759 1.314
H 7.092 5.849 2.257
H 8.234 5.428 0.973
H 7.701 4.190 2.117
H 4.635 5.853 0.049
H 5.779 5.434 -1.221
H 6.214 6.668 -0.018
Na -7.404 -0.321 0.683
*
```

Quick look at the Löwdin charges, all values in e: atom 1 (C): -0.121, atom 2 (C): -0.241, atom 3 (C): -0.210, atom 4 (C): -0.202, atom 5 (C): -0.194, atom 6 (C): -0.223, atom 7 (C): -0.202, atom 8 (C): -0.190, atom 9 (C): -0.286, atom 10 (C): -0.249, atom 11 (In): 0.856, atom 12 (C): -0.236, atom 13 (C): -0.344, atom 14 (C): -0.189, atom 15 (C): -0.287, atom 16 (N): 0.001, atom 17 (C): -0.310, atom 18 (C): -0.294, atom 19 (C): -0.191, atom 20 (C): -0.194, atom 21 (C): -0.241, atom 22 (C): -0.103, atom 23 (C): -0.174, atom 24 (C): -0.503, atom 25 (C): 0.026, atom 26 (O): -0.099, atom 27 (H): 0.042, atom 28 (H): 0.066, atom 29 (H): 0.060, atom 30 (H): 0.091, atom 31 (H): 0.102, atom 32 (H): 0.105, atom 33 (H): 0.103, atom 34 (H): 0.107, atom 35 (H): 0.115, atom 36 (H): 0.104, atom 37 (H): 0.101, atom 38 (H): 0.071, atom 39 (H): 0.107, atom 40 (H): 0.124, atom 41 (H): 0.065, atom 42 (H): 0.102, atom 43 (H): 0.110, atom 44 (H): 0.072, atom 45 (H): 0.098, atom 46 (H): 0.022, atom 47 (H): 0.042, atom 48 (H): 0.054, atom 49 (H): 0.049, atom 50 (H): 0.013, atom 51 (H): 0.109, atom 52 (H): 0.123, atom 53 (H): 0.131, atom 54 (H): 0.113, atom 55 (H): 0.093, atom 56 (H): 0.068, atom 57 (H): 0.074, atom 58 (H): -0.031, atom 59 (H): 0.022, atom 60 (H): 0.084, atom 61 (H): 0.070, atom 62 (H): 0.088, atom 63 (H): 0.090, atom 64 (H): 0.100, atom 65 (H): 0.105, atom 66 (H): 0.075, atom 67 (H): 0.098, atom 68 (H): 0.028, atom 69 (H): 0.040, atom 70 (H): 0.061, atom 71 (H): 0.010, atom 72 (H): 0.050, atom 73 (H): 0.109, atom 74 (H): 0.082, atom 75 (H): 0.131, atom 76 (O): 0.318, atom 77 (H): 0.198, atom 78 (H): 0.199, atom 79 (H): 0.197, atom 80 (Li): 0.731, atom 81 (O): -0.560, atom 82 (H): -0.177, atom 83 (C): -0.354, atom 84 (O): 0.011, atom 85 (N): -0.199, atom 86 (C): -0.061, atom 87 (C): -0.034, atom 88 (H): 0.124, atom 89 (H): 0.088, atom 90 (H): 0.093, atom 91 (H): 0.080, atom 92 (H): 0.091, atom 93 (H): 0.098, atom 94 (H): 0.087, atom 95 (Na): 0.614


# C26H61AlN8O9

A structure of composition C26H61AlN8O9 in a non-equilibrium geometry (ωB97M-V with the def2-TZVPD basis set, the OMol25 dataset).

As for the expectation value of S²: 0.754. The total energy is -2384.507868 Eh. As for the HOMO energy (alpha / beta): -11.16 / -11.16 eV.

ORCA input file:
```
! wB97M-V def2-TZVPD RIJCOSX def2/J DEFGRID3
* xyz 1 2
Al -1.820 -4.693 -0.435
C -0.157 -0.173 0.119
C 0.637 -1.445 0.619
O 0.230 -2.638 0.070
H -0.182 -0.196 -0.971
H 0.232 0.800 0.420
H -1.181 -0.392 0.421
H 0.688 -1.473 1.707
H 1.690 -1.317 0.370
C 2.736 4.300 -2.595
O 3.045 4.118 -1.414
N 1.864 3.456 -3.192
C 1.247 4.043 -4.319
C 1.142 2.417 -2.419
H 3.079 5.103 -3.266
H 0.230 4.415 -4.189
H 1.225 3.188 -4.995
H 1.767 4.853 -4.831
H 1.005 1.636 -3.167
H 1.845 2.045 -1.674
H 0.157 2.704 -2.050
C 1.397 -3.501 4.138
O 1.222 -3.062 5.244
N 2.561 -4.010 3.719
C 2.784 -4.422 2.320
C 3.656 -4.140 4.732
H 0.638 -3.453 3.342
H 3.162 -5.443 2.378
H 3.663 -3.866 1.995
H 1.858 -4.323 1.754
H 4.386 -4.936 4.588
H 4.307 -3.291 4.525
H 3.369 -4.151 5.784
C -3.705 -2.411 2.390
O -2.865 -2.678 1.510
N -3.457 -1.918 3.595
C -4.559 -1.631 4.504
C -2.110 -1.611 4.084
H -4.780 -2.557 2.204
H -5.546 -1.931 4.151
H -4.534 -0.548 4.620
H -4.473 -2.039 5.511
H -1.929 -1.766 5.147
H -1.450 -2.229 3.475
H -1.823 -0.585 3.857
C -1.708 -2.286 -3.996
O -1.779 -2.791 -2.874
N -0.617 -1.648 -4.509
C -0.627 -0.987 -5.800
C 0.625 -1.586 -3.805
H -2.556 -2.274 -4.697
H -1.673 -0.786 -6.031
H -0.165 -1.658 -6.524
H -0.147 -0.010 -5.742
H 1.409 -2.101 -4.360
H 0.960 -0.564 -3.622
H 0.615 -1.980 -2.789
C 1.189 2.767 4.648
O 0.008 2.906 4.312
N 1.831 1.579 4.938
C 3.242 1.416 5.358
C 1.241 0.216 4.673
H 1.739 3.684 4.910
H 3.701 0.843 4.552
H 3.349 0.867 6.294
H 3.712 2.369 5.602
H 0.203 0.039 4.391
H 1.795 -0.236 3.851
H 1.376 -0.427 5.543
C -4.319 3.297 -3.120
O -4.914 4.027 -3.976
N -4.059 2.023 -3.248
C -3.200 1.410 -2.191
C -4.372 1.233 -4.430
H -3.874 3.671 -2.184
H -3.086 2.005 -1.285
H -2.191 1.259 -2.574
H -3.498 0.417 -1.856
H -5.067 1.760 -5.083
H -3.594 1.202 -5.192
H -4.874 0.301 -4.166
C -1.722 2.677 1.431
O -1.437 3.825 0.989
N -2.988 2.201 1.415
C -4.091 2.964 0.864
C -3.326 0.923 1.991
H -1.024 1.964 1.898
H -3.712 3.807 0.287
H -4.831 3.361 1.560
H -4.682 2.443 0.111
H -3.661 0.333 1.138
H -2.435 0.372 2.293
H -3.987 1.109 2.838
C 3.987 -1.844 -2.484
O 4.279 -2.951 -2.958
N 4.572 -0.673 -2.870
C 4.272 0.602 -2.267
C 5.513 -0.588 -3.972
H 3.254 -1.769 -1.667
H 4.143 1.341 -3.057
H 5.245 0.783 -1.810
H 3.438 0.589 -1.566
H 5.688 -1.537 -4.478
H 5.123 -0.009 -4.809
H 6.452 -0.128 -3.663
*
```

Here are the Löwdin charges for atoms 1 to 99, given in e: atom 1 (Al): 1.050, atom 2 (C): -0.033, atom 3 (C): -0.315, atom 4 (O): -0.113, atom 5 (H): 0.058, atom 6 (H): 0.075, atom 7 (H): 0.057, atom 8 (H): 0.101, atom 9 (H): 0.126, atom 10 (C): -0.313, atom 11 (O): 0.002, atom 12 (N): -0.203, atom 13 (C): -0.093, atom 14 (C): -0.024, atom 15 (H): 0.138, atom 16 (H): 0.095, atom 17 (H): 0.084, atom 18 (H): 0.093, atom 19 (H): 0.061, atom 20 (H): 0.062, atom 21 (H): 0.092, atom 22 (C): -0.391, atom 23 (O): 0.011, atom 24 (N): -0.173, atom 25 (C): -0.029, atom 26 (C): -0.017, atom 27 (H): 0.115, atom 28 (H): 0.087, atom 29 (H): 0.089, atom 30 (H): 0.071, atom 31 (H): 0.085, atom 32 (H): 0.086, atom 33 (H): 0.091, atom 34 (C): -0.331, atom 35 (O): -0.154, atom 36 (N): -0.163, atom 37 (C): -0.034, atom 38 (C): -0.017, atom 39 (H): 0.146, atom 40 (H): 0.095, atom 41 (H): 0.087, atom 42 (H): 0.097, atom 43 (H): 0.111, atom 44 (H): 0.074, atom 45 (H): 0.062, atom 46 (C): -0.298, atom 47 (O): -0.118, atom 48 (N): -0.183, atom 49 (C): -0.034, atom 50 (C): -0.056, atom 51 (H): 0.141, atom 52 (H): 0.082, atom 53 (H): 0.101, atom 54 (H): 0.091, atom 55 (H): 0.104, atom 56 (H): 0.069, atom 57 (H): 0.074, atom 58 (C): -0.305, atom 59 (O): -0.014, atom 60 (N): -0.160, atom 61 (C): -0.052, atom 62 (C): -0.040, atom 63 (H): 0.135, atom 64 (H): 0.082, atom 65 (H): 0.086, atom 66 (H): 0.088, atom 67 (H): 0.055, atom 68 (H): 0.069, atom 69 (H): 0.079, atom 70 (C): -0.325, atom 71 (O): -0.028, atom 72 (N): -0.162, atom 73 (C): -0.035, atom 74 (C): -0.039, atom 75 (H): 0.126, atom 76 (H): 0.050, atom 77 (H): 0.073, atom 78 (H): 0.085, atom 79 (H): 0.087, atom 80 (H): 0.084, atom 81 (H): 0.093, atom 82 (C): -0.303, atom 83 (O): -0.021, atom 84 (N): -0.188, atom 85 (C): -0.060, atom 86 (C): -0.060, atom 87 (H): 0.110, atom 88 (H): 0.083, atom 89 (H): 0.098, atom 90 (H): 0.077, atom 91 (H): 0.090, atom 92 (H): 0.051, atom 93 (H): 0.102, atom 94 (C): -0.326, atom 95 (O): -0.018, atom 96 (N): -0.201, atom 97 (C): -0.050, atom 98 (C): -0.044, atom 99 (H): 0.116